Molecular formula: C10H31NO6
Method: DFT, wB97M-V/def2-TZVPD

```
48
Properties=species:S:1:pos:R:3
C -0.0138 3.2061 -0.1619
O 0.9542 3.8354 -1.0263
H -0.9542 3.5317 -0.6132
H 0.0404 2.1029 -0.1815
H 0.0461 3.6475 0.8363
H 1.8337 3.4978 -0.7324
C 1.0151 -1.1748 2.1949
O 0.3036 -0.0229 1.7862
H 1.9814 -1.0967 1.7173
H 1.0708 -1.2845 3.2529
H 0.5209 -2.0373 1.8357
H -0.6257 -0.0731 2.0207
C 2.9430 3.0918 1.5764
O 3.0636 2.9056 0.1961
H 3.2213 2.1345 2.0672
H 3.6151 3.8866 1.8334
H 1.9809 3.4219 1.9887
H 2.8415 1.9542 0.0796
C -1.4004 2.8649 -3.1519
O -0.6065 3.9909 -3.4739
H -2.4721 3.1452 -2.9210
H -1.4778 2.2037 -4.0730
H -1.0233 2.2926 -2.3293
H 0.1817 4.1480 -2.8998
C -3.4237 0.3105 1.9127
O -2.4356 -0.5936 2.3464
H -4.2802 0.2138 2.5950
H -2.9347 1.3222 2.0063
H -3.7239 0.1618 0.9020
H -2.6786 -1.4847 2.2302
C 1.3618 0.3715 -1.4954
O 1.8633 0.6734 -0.2106
H 1.2512 1.2758 -2.0772
H 2.1468 -0.2149 -2.0282
H 0.3718 -0.1934 -1.5637
H 1.1416 0.7480 0.4381
C -0.6616 -4.4242 -1.7589
C 0.3712 -4.3040 -0.6362
C -0.2578 -4.7737 0.7391
C -1.3939 -3.8794 1.0476
N -2.4633 -3.4483 1.1662
H -1.2983 -5.3530 -1.7727
H -0.2409 -4.2615 -2.6946
H -1.4602 -3.5741 -1.6982
H 0.6723 -3.3023 -0.4763
H 1.3070 -4.8892 -0.9642
H 0.4743 -4.8292 1.5734
H -0.7479 -5.7234 0.5977
```

Calculated values
E_HOMO   -9.48 eV
DFT total energy   -24644.63634 eV
Structure (SMILES)   CCCC#N.CO.CO.CO.CO.CO.CO
2S+1   1